Entry from OMol25: a molecular structure, C78H176As4F24N8O4 at a distorted geometry (ωB97M-V/def2-TZVPD).

As for the electronic energy: -412408.802 eV. As for the charge: +4. The calculation puts the HOMO-LUMO gap at 9.7 eV. The value obtained for the HOMO energy is -15.8989 eV.

The geometry in XYZ format:
```
294
Properties=species:S:1:pos:R:3:lowdin_charge:R:1
C 1.792 5.269 7.261 -0.0985
C 0.564 5.780 6.545 -0.2595
C 0.855 6.469 5.221 -0.1832
C -0.364 6.798 4.415 -0.1264
N -0.268 7.799 3.290 -0.2162
C 0.018 9.215 3.800 -0.0777
C -0.561 10.153 2.735 -0.1282
C -1.510 9.257 1.893 -0.1449
C -1.641 7.942 2.659 -0.1063
C 0.754 7.435 2.223 -0.0978
C 0.465 6.174 1.413 -0.1994
C 1.711 5.774 0.614 -0.0911
H 2.515 6.075 7.496 0.0922
H 2.331 4.517 6.707 0.0614
H 1.512 4.782 8.175 0.0709
H -0.063 6.354 7.213 0.1133
H -0.054 4.893 6.464 0.0960
H 1.518 5.789 4.682 0.1074
H 1.459 7.364 5.416 0.1243
H -1.126 7.234 5.064 0.1405
H -0.738 5.866 3.951 0.1086
H 1.106 9.315 3.985 0.1453
H -0.549 9.353 4.733 0.1454
H 0.230 10.479 2.043 0.1160
H -1.026 11.022 3.187 0.1218
H -1.100 9.158 0.878 0.1132
H -2.522 9.651 1.773 0.1246
H -1.978 7.163 1.952 0.1273
H -2.429 7.926 3.413 0.1450
H 1.652 7.390 2.827 0.1300
H 0.802 8.349 1.603 0.1335
H -0.405 6.335 0.767 0.1152
H 0.291 5.306 2.080 0.0948
H 2.127 6.517 -0.049 0.0776
H 1.527 4.834 0.141 0.0584
H 2.487 5.483 1.319 0.0641
C -1.514 3.455 -3.277 -0.0902
C -0.114 3.924 -3.705 -0.2659
C -0.103 4.306 -5.137 -0.1905
C -0.961 5.592 -5.438 -0.0922
N -1.068 6.028 -6.858 -0.2562
C -1.889 7.319 -6.901 -0.0789
C -2.554 7.358 -8.262 -0.1027
C -2.404 5.902 -8.853 -0.1236
C -1.824 5.115 -7.707 -0.1408
C 0.278 6.275 -7.455 -0.1386
C 1.293 7.151 -6.741 -0.2127
C 2.521 7.372 -7.638 -0.0729
H -1.932 2.794 -4.023 0.0613
H -2.292 4.246 -3.240 0.0806
H -1.591 2.962 -2.283 0.0822
H 0.615 3.071 -3.499 0.1142
H 0.266 4.680 -3.014 0.1095
H -0.553 3.423 -5.656 0.1023
H 0.914 4.363 -5.561 0.1197
H -0.608 6.524 -4.965 0.1472
H -1.928 5.295 -5.102 0.1088
H -1.248 8.185 -6.671 0.1349
H -2.598 7.242 -6.065 0.1407
H -1.969 8.026 -8.878 0.1143
H -3.623 7.615 -8.311 0.1337
H -1.718 5.906 -9.739 0.1308
H -3.303 5.385 -9.213 0.1271
H -1.191 4.264 -7.942 0.1402
H -2.702 4.757 -7.124 0.1581
H 0.039 6.626 -8.435 0.1280
H 0.656 5.258 -7.600 0.1379
H 1.512 6.653 -5.804 0.1029
H 0.787 8.111 -6.558 0.1138
H 3.127 8.169 -7.171 0.0883
H 2.335 7.794 -8.646 0.0965
H 3.111 6.441 -7.670 0.0875
C 8.181 -6.424 0.029 -0.0747
C 8.568 -6.104 -1.451 -0.2300
C 7.372 -6.309 -2.376 -0.1925
C 6.330 -5.192 -2.258 -0.0987
N 5.270 -5.264 -3.361 -0.2038
C 5.915 -5.069 -4.724 -0.0711
C 6.125 -3.493 -4.891 -0.0878
C 5.290 -2.912 -3.722 -0.1635
C 4.390 -4.037 -3.282 -0.1256
C 4.433 -6.545 -3.430 -0.1273
C 3.613 -6.835 -2.191 -0.1829
C 2.699 -8.006 -2.659 -0.0781
H 9.084 -6.377 0.660 0.0828
H 7.839 -7.466 -0.028 0.0775
H 7.380 -5.878 0.480 0.0462
H 9.431 -6.707 -1.760 0.1150
H 8.912 -5.073 -1.589 0.1021
H 6.883 -7.243 -2.078 0.1129
H 7.656 -6.447 -3.422 0.1014
H 6.850 -4.194 -2.211 0.1311
H 5.752 -5.260 -1.315 0.1233
H 5.160 -5.349 -5.444 0.1230
H 6.852 -5.614 -4.879 0.1225
H 5.772 -3.185 -5.884 0.1163
H 7.164 -3.227 -4.694 0.1080
H 4.551 -2.125 -3.927 0.1192
H 5.878 -2.527 -2.889 0.0859
H 3.600 -4.276 -3.986 0.1258
H 4.033 -3.907 -2.248 0.0986
H 5.129 -7.315 -3.716 0.1330
H 3.793 -6.366 -4.294 0.1229
H 3.130 -5.934 -1.858 0.0706
H 4.309 -7.092 -1.400 0.1116
H 3.216 -8.925 -2.968 0.0826
H 2.088 -7.775 -3.538 0.0732
H 2.072 -8.388 -1.858 0.0734
C 2.032 2.800 3.389 -0.0851
C 3.074 1.835 2.776 -0.2112
C 4.105 2.582 1.920 -0.1984
C 5.098 1.657 1.306 -0.1166
N 6.278 2.253 0.498 -0.1860
C 5.817 2.945 -0.760 -0.0547
C 6.493 2.223 -2.012 -0.0956
C 6.782 0.825 -1.430 -0.1346
C 7.149 1.081 0.035 -0.0877
C 7.184 3.143 1.346 -0.1420
C 7.828 2.490 2.530 -0.2169
C 8.405 3.561 3.495 -0.0648
H 2.517 3.438 4.130 0.0691
H 1.200 2.371 3.940 0.0434
H 1.574 3.382 2.566 0.0561
H 2.579 1.079 2.108 0.1043
H 3.627 1.272 3.552 0.1220
H 4.664 3.360 2.411 0.1074
H 3.567 3.150 1.111 0.1133
H 4.675 0.952 0.576 0.1233
H 5.563 1.112 2.118 0.1149
H 6.164 3.963 -0.617 0.1227
H 4.718 2.914 -0.819 0.1238
H 7.410 2.615 -2.334 0.0909
H 5.899 2.294 -2.930 0.1151
H 7.603 0.261 -1.870 0.1302
H 5.885 0.219 -1.338 0.0908
H 8.174 1.396 0.108 0.1270
H 6.973 0.194 0.603 0.1117
H 6.459 3.845 1.710 0.1088
H 7.949 3.617 0.780 0.1411
H 8.683 1.903 2.193 0.1138
H 7.123 1.825 3.056 0.1172
H 8.228 3.265 4.554 0.0919
H 7.935 4.522 3.361 0.0668
H 9.495 3.594 3.392 0.0851
C -3.666 -6.720 -2.284 -0.0584
C -4.260 -5.263 -2.015 -0.2319
C -5.402 -5.247 -1.031 -0.1812
C -6.632 -5.988 -1.619 -0.1124
N -7.764 -5.978 -0.681 -0.2190
C -8.986 -6.725 -1.280 -0.0562
C -10.099 -5.712 -1.547 -0.1496
C -9.310 -4.450 -1.716 -0.1581
C -8.282 -4.554 -0.601 -0.0963
C -7.388 -6.513 0.656 -0.1614
C -6.777 -7.867 0.597 -0.2055
C -6.611 -8.343 2.064 -0.0564
H -2.934 -6.780 -3.102 0.0716
H -4.465 -7.398 -2.572 0.0604
H -3.116 -7.033 -1.414 0.0681
H -4.579 -4.951 -3.018 0.1072
H -3.487 -4.684 -1.530 0.0815
H -5.587 -4.209 -0.775 0.0944
H -4.995 -5.767 -0.194 0.0909
H -6.382 -7.061 -1.762 0.1282
H -6.993 -5.612 -2.563 0.1323
H -9.283 -7.396 -0.502 0.1223
H -8.725 -7.219 -2.234 0.1487
H -10.777 -5.613 -0.717 0.1190
H -10.692 -6.124 -2.371 0.1335
H -9.813 -3.483 -1.758 0.1288
H -8.926 -4.491 -2.750 0.1205
H -8.801 -4.458 0.367 0.1485
H -7.467 -3.834 -0.579 0.1045
H -8.331 -6.438 1.190 0.1466
H -6.786 -5.738 1.145 0.1121
H -5.777 -7.762 0.171 0.1024
H -7.279 -8.585 -0.041 0.1202
H -6.644 -7.496 2.754 0.0788
H -5.666 -8.883 2.247 0.0897
H -7.441 -8.980 2.308 0.0728
C 1.749 0.427 -1.729 -0.0855
C 0.593 -0.386 -1.164 -0.2067
C 1.007 -1.050 0.195 -0.1436
C -0.149 -1.691 0.908 -0.0944
N 0.134 -2.691 2.048 -0.1731
C 0.863 -3.928 1.617 -0.0661
C -0.216 -5.060 1.383 -0.0723
C -1.598 -4.332 1.567 -0.1532
C -1.270 -3.106 2.383 -0.1472
C 0.858 -2.136 3.268 -0.0893
C 0.344 -0.792 3.835 -0.2210
C 0.920 -0.380 5.185 -0.0830
H 1.485 0.969 -2.619 0.0376
H 2.542 -0.235 -2.029 0.0631
H 2.077 1.140 -0.946 0.0773
H 0.346 -1.210 -1.813 0.0663
H -0.270 0.275 -0.988 0.1090
H 1.433 -0.327 0.872 0.0876
H 1.792 -1.764 -0.046 0.0929
H -0.699 -2.333 0.218 0.0991
H -0.866 -1.035 1.383 0.1208
H 1.522 -4.285 2.394 0.1298
H 1.412 -3.639 0.748 0.0861
H -0.125 -5.789 2.184 0.1097
H -0.112 -5.541 0.391 0.0993
H -2.384 -4.959 2.030 0.1145
H -2.091 -4.084 0.653 0.0714
H -1.298 -3.469 3.426 0.1458
H -2.025 -2.330 2.269 0.1028
H 1.902 -2.006 3.049 0.1014
H 0.758 -2.907 4.012 0.1322
H -0.761 -0.792 3.916 0.1043
H 0.579 0.031 3.166 0.0822
H 0.470 0.574 5.483 0.0709
H 2.003 -0.248 5.081 0.0762
H 0.744 -1.141 5.951 0.0783
C -3.459 0.772 -0.421 -0.0484
O -2.943 0.017 -1.537 -0.2083
C -3.159 -1.343 -1.420 -0.2232
C -2.555 -2.016 -2.684 -0.0819
N -3.078 -1.267 -3.865 0.0254
H -4.115 -1.325 -3.799 0.1973
H -2.720 -0.315 -3.731 0.1543
C -2.835 -1.709 -5.217 -0.0953
C -1.419 -1.364 -5.549 -0.1780
O -1.274 -0.044 -5.059 -0.1925
C -0.123 0.622 -5.517 -0.0825
H -3.257 1.796 -0.601 0.0580
H -2.966 0.394 0.516 0.0986
H -4.542 0.609 -0.254 0.1084
H -4.258 -1.523 -1.400 0.1390
H -2.646 -1.801 -0.589 0.0960
H -2.876 -3.064 -2.823 0.1073
H -1.464 -1.798 -2.690 0.1087
H -3.487 -1.086 -5.773 0.1315
H -3.108 -2.758 -5.358 0.1578
H -1.317 -1.309 -6.618 0.1317
H -0.630 -2.047 -5.232 0.1180
H 0.805 0.073 -5.282 0.1093
H -0.045 1.591 -5.014 0.0461
H -0.085 0.935 -6.575 0.1025
C -2.877 -2.206 7.590 -0.0810
O -3.967 -1.374 7.213 -0.1987
C -3.964 -0.970 5.839 -0.1940
C -4.954 0.128 5.769 -0.0855
N -4.716 1.091 6.945 0.0632
H -5.624 1.563 7.105 0.1971
H -4.485 0.483 7.730 0.1475
C -3.563 2.015 6.781 -0.0991
C -3.109 2.544 8.152 -0.2014
O -2.467 1.436 8.750 -0.2007
C -2.303 1.718 10.162 -0.0728
H -2.781 -3.156 7.012 0.1027
H -3.201 -2.524 8.590 0.0977
H -1.892 -1.734 7.714 0.0882
H -4.214 -1.779 5.133 0.1090
H -2.995 -0.461 5.594 0.1237
H -5.995 -0.179 5.799 0.1381
H -4.901 0.724 4.824 0.1426
H -3.941 2.857 6.178 0.1233
H -2.787 1.387 6.311 0.1246
H -3.954 2.825 8.783 0.1258
H -2.433 3.391 8.063 0.1279
H -3.221 2.032 10.676 0.0943
H -1.492 2.490 10.279 0.1044
H -1.874 0.825 10.644 0.0960
As 0.325 -4.425 -2.792 0.7768
F 1.790 -4.326 -1.837 -0.2472
F 0.649 -2.843 -3.559 -0.2733
F -1.135 -4.501 -3.737 -0.2452
F -0.002 -5.950 -2.102 -0.2192
F -0.571 -3.683 -1.479 -0.2399
F 1.183 -5.220 -4.084 -0.2367
As -5.301 -3.083 2.481 0.8530
F -5.835 -1.448 2.798 -0.2515
F -4.250 -2.399 1.172 -0.2809
F -4.794 -4.732 2.018 -0.2617
F -6.340 -3.722 3.729 -0.2380
F -6.664 -3.267 1.357 -0.2684
F -3.951 -2.845 3.572 -0.2560
As -2.307 3.058 3.130 0.8055
F -2.649 1.353 3.434 -0.2658
F -3.758 3.390 4.064 -0.2643
F -2.031 4.758 2.872 -0.2611
F -0.866 2.708 2.160 -0.2693
F -3.313 3.032 1.728 -0.2381
F -1.296 3.129 4.620 -0.2811
As 4.887 -2.663 0.721 0.7402
F 5.933 -1.700 1.795 -0.2651
F 6.150 -2.742 -0.448 -0.2304
F 3.816 -3.636 -0.244 -0.2489
F 3.631 -2.438 1.956 -0.2640
F 4.253 -1.235 -0.101 -0.2681
F 5.384 -4.059 1.464 -0.1872
```